(1)
ORCA calculation (the ωB97M-V functional and the def2-TZVPD basis) on one molecule with the formula C5H10N2S2 in a non-equilibrium geometry.

Output
ΔE to the lowest compared entry with this formula, charge and spin (kJ/mol): 0.00
Kohn-Sham gap (alpha / beta) (eV): 6.0 / 6.0
HOMO (alpha / beta) (eV): -5.84 / -8.88
M (g/mol): 162.283
<S²>: 2.01

```
! RIJCOSX wB97M-V def2-TZVPD def2/J DEFGRID3
* xyz 0 3
C -0.55433 2.16048 -1.71718
C 0.01925 -0.04830 0.13124
C -1.19976 0.20765 0.92768
C 1.19107 -1.97358 1.33777
C 1.28994 -0.51747 0.69177
N -1.08620 0.86533 -1.77089
N -0.32043 -0.11079 -1.16729
S -1.18203 3.19900 -2.84301
S 0.32325 2.59838 -0.38295
H -1.13192 0.99138 1.61916
H -1.30346 -0.61611 1.60053
H -2.21947 0.27068 0.42001
H 0.18256 -1.94319 1.91834
H 2.09094 -2.07506 1.95330
H 1.06061 -2.71664 0.46643
H 2.10300 -0.64830 -0.13605
H 1.71691 0.18798 1.45778
H -1.45347 0.65804 -2.69753
H 0.47351 -0.48950 -1.80912
*
```


(2)
ORCA calculation (the ωB97M-V functional and the def2-TZVPD basis) on a 9-piece molecular cluster, C5H31N3O8 overall.

Output
ΔE to the lowest compared entry with this formula, charge and spin (kJ/mol): 0.00
Kohn-Sham gap (eV): 11.3
HOMO (eV): -16.47
M (g/mol): 261.316

```
! RIJCOSX wB97M-V def2-TZVPD def2/J DEFGRID3
* xyz 2 1
C -3.77954 1.53904 0.26919
C -2.48896 0.74201 0.30742
C -1.67132 0.98507 1.58323
C -0.24440 1.45821 1.40036
N 2.69206 -0.56501 0.73944
C 1.85765 0.30962 1.23090
N 0.63687 0.46784 0.77661
N -2.83410 -0.73312 0.14647
H -4.31830 1.41860 -0.66755
H -4.43542 1.28636 1.10443
H -3.55581 2.60204 0.35300
H -1.91107 1.00519 -0.57755
H -2.20848 1.71655 2.17919
H -1.69115 0.10576 2.22847
H -0.22977 2.35814 0.79433
H 0.16477 1.71138 2.37230
H 2.49047 -1.13828 -0.07514
H 3.59690 -0.65999 1.16299
H 2.13893 0.88715 2.09055
H 0.30216 -0.06733 -0.00395
H -3.84153 -0.87456 0.17748
H -2.40149 -1.31658 0.86871
H -2.48660 -1.10357 -0.75723
H 1.79299 2.62161 -0.84341
H 3.31822 2.84736 -0.54430
O 2.61486 2.19070 -0.51737
H -2.58068 -0.81220 -3.22018
H -1.15418 -1.24963 -2.86856
O -1.95203 -0.85139 -2.49038
H 1.13240 -1.19973 4.14763
H 0.20781 -1.39798 2.86646
O 0.92453 -0.85347 3.26267
H -0.05452 -3.91209 -0.75997
H 0.62286 -2.57666 -1.13286
O -0.13480 -2.95922 -0.64278
H 2.92685 0.92096 -3.51121
H 2.57909 1.18295 -1.99552
O 2.25695 0.75575 -2.82368
H -1.23315 -3.23387 2.43049
H -0.45956 -2.75789 1.10840
O -0.94297 -2.46703 1.91080
H -0.01506 3.54732 -2.30004
H 0.54362 2.13788 -2.52800
O 0.22995 2.74024 -1.83370
H 2.10380 -0.86705 -2.31775
H 2.48566 -2.35602 -2.46780
O 1.95992 -1.75826 -1.90848
*
```


(3)
ORCA calculation (the ωB97M-V functional and the def2-TZVPD basis) on a 12-piece molecular cluster, C40H70O29S3 overall in a non-equilibrium geometry.

Output
ΔE to the lowest compared entry with this formula, charge and spin (kJ/mol): 0.00
Kohn-Sham gap (eV): 3.5
HOMO (eV): -0.68
M (g/mol): 1111.172

```
! RIJCOSX wB97M-V def2-TZVPD def2/J DEFGRID3
* xyz -2 1
O 0.78545 -0.11514 1.92866
C 0.45336 -0.63396 0.63392
C -0.48131 0.03957 -0.43575
O -0.80124 -0.46166 -1.67759
H -0.07202 -1.58372 0.73427
H 1.35793 -0.90702 0.09051
H 0.06689 0.97386 -0.55689
H -1.35247 0.58989 -0.08031
C -1.06087 4.30483 2.17225
C -0.22705 5.49707 1.73151
C 1.04562 5.15584 1.01279
O 0.98618 6.00235 -0.11766
C -0.17351 6.68804 -0.17300
O -0.40357 7.47381 -1.11845
O -0.97828 6.24310 0.73015
H -0.50681 3.49208 2.64188
H -1.55111 3.82152 1.32717
H -1.91159 4.54431 2.81025
H -0.04223 6.09390 2.62467
H 1.22357 4.10938 0.76508
H 1.93021 5.38096 1.60854
C -6.42633 -0.75872 -1.92449
C -5.63465 -2.02262 -2.33951
C -4.94173 -2.71006 -1.17353
O -5.04240 -4.05220 -1.59594
C -5.91810 -4.20235 -2.52797
O -6.31014 -5.26483 -2.88167
O -6.43885 -3.01453 -2.88161
H -6.94367 -0.86522 -0.97102
H -7.13401 -0.35502 -2.64858
H -5.65336 -0.04596 -1.63710
H -4.87691 -1.83397 -3.09999
H -5.55887 -2.58211 -0.28422
H -3.96105 -2.26766 -0.99846
C 6.61023 1.27831 3.35210
C 5.23440 1.76457 3.84975
C 4.94404 1.53251 5.36131
O 4.65255 2.75631 5.95882
C 4.81586 3.74103 5.10218
O 4.82959 4.93647 5.30263
O 5.17962 3.21476 3.93510
H 7.33842 1.71809 4.03360
H 6.86067 1.64223 2.35563
H 6.76616 0.20600 3.47013
H 4.44814 1.32165 3.23843
H 5.83825 1.06071 5.76860
H 4.21964 0.72445 5.46321
C -0.63235 -1.59342 -9.15333
C -0.58007 -2.70618 -8.13331
C -1.70886 -2.75336 -7.15938
O -1.88528 -4.14774 -6.94959
C -1.41309 -4.80082 -8.05113
O -1.58489 -6.02321 -8.26784
O -0.68185 -3.93979 -8.76895
H 0.01559 -1.81782 -10.00063
H -0.37127 -0.61607 -8.74746
H -1.61383 -1.40574 -9.58873
H 0.37674 -2.72016 -7.61139
H -2.53052 -2.11881 -7.49150
H -1.44767 -2.37007 -6.17300
C -0.36340 -6.00965 -1.11835
C -0.14046 -5.62713 -2.52786
C 1.18479 -4.83263 -2.70105
O 1.98487 -5.72932 -3.36440
C 1.30992 -6.81432 -3.69162
O 1.80798 -7.80230 -4.23107
O 0.01111 -6.81430 -3.20809
H 0.51288 -6.54491 -0.75265
H -1.22716 -6.65648 -0.96463
H -0.46906 -5.14998 -0.45661
H -1.03413 -5.10638 -2.87176
H 1.52246 -4.47503 -1.72831
H 1.11043 -3.98127 -3.37764
C -2.90333 -3.28703 4.36340
C -3.03559 -1.83053 4.86638
C -3.64919 -0.84197 3.85476
O -4.77786 -0.37114 4.54528
C -5.06996 -1.00530 5.63986
O -6.09071 -0.85917 6.36545
O -4.08120 -1.87861 5.86529
H -2.67017 -3.89509 5.23747
H -2.08536 -3.46131 3.66436
H -3.83426 -3.66947 3.94482
H -2.09403 -1.44742 5.25979
H -3.86990 -1.33919 2.91021
H -2.99373 0.01731 3.71297
C 4.22646 -3.50156 3.29175
C 3.97450 -3.74585 4.78084
C 2.50226 -3.49968 5.17870
O 2.08104 -4.69077 5.73714
C 2.96435 -5.63686 5.63563
O 2.77511 -6.80869 5.99364
O 4.08154 -5.18319 5.17586
H 3.49330 -4.01080 2.66626
H 5.20372 -3.95823 3.13520
H 4.26310 -2.45023 3.00631
H 4.59969 -3.11379 5.41151
H 1.89937 -3.06529 4.38124
H 2.51696 -2.86626 6.06564
C -0.81849 4.38281 7.58518
C -1.06984 2.91621 7.25714
C 0.17755 2.10011 7.33908
O -0.01112 1.01918 8.29289
C -1.28514 1.16000 8.74523
O -1.74548 0.42140 9.62478
O -1.85621 2.23187 8.23615
H -0.28908 4.87406 6.76877
H -0.15372 4.47965 8.44355
H -1.72853 4.91594 7.86029
H -1.44940 2.77850 6.24468
H 1.05734 2.60995 7.73168
H 0.39737 1.67652 6.35910
C 4.73858 0.98680 -1.53876
S 6.12643 2.11587 -2.03299
O 5.88121 2.36087 -3.50796
C 5.32402 3.51112 -1.12620
H 4.59640 0.06857 -2.10864
H 3.86052 1.59757 -1.74866
H 4.80482 0.70951 -0.48671
H 4.35090 3.67357 -1.58960
H 5.97313 4.36964 -1.29859
H 5.15555 3.24634 -0.08236
C -4.31512 2.86812 -7.52739
S -4.63850 3.61844 -5.85478
O -6.08870 3.22450 -5.56292
C -3.64508 2.42578 -4.90112
H -3.26868 2.65082 -7.74153
H -4.60676 3.59852 -8.28209
H -4.88676 1.94847 -7.65216
H -2.60530 2.39728 -5.22690
H -3.97626 1.40753 -5.10509
H -3.72427 2.55146 -3.82129
C 0.91489 5.41453 -5.34555
S 2.44630 4.49522 -5.54936
O 2.99978 4.70094 -6.94179
C 1.82241 2.77602 -5.54493
H 0.36751 4.96624 -4.51640
H 0.13124 5.41145 -6.10317
H 1.21409 6.41416 -5.03040
H 1.30697 2.43807 -4.64592
H 2.66960 2.12273 -5.75371
H 1.08225 2.68981 -6.34043
*
```


(4)
ORCA calculation (the ωB97M-V functional and the def2-TZVPD basis) on C49H61FN3O3PPd as an isolated structure.

Output
Kohn-Sham gap (eV): 6.4
HOMO (eV): -12.39
M (g/mol): 896.437

```
! RIJCOSX wB97M-V def2-TZVPD def2/J DEFGRID3
* xyz 2 1
Pd 1.60356 0.05761 0.05590
C -0.54673 -7.54051 -0.86804
C -1.01950 -6.57659 0.20692
N -0.76707 -5.17325 -0.14630
C 0.33750 -4.57370 0.33607
C 0.72608 -3.28977 0.08815
C 2.02545 -2.88809 0.76407
O 2.76566 -3.77578 1.14470
O 2.28060 -1.63644 0.91967
C -0.06716 -2.48610 -0.79083
O 0.16130 -1.30580 -1.12351
C -1.26684 -3.14620 -1.32425
C -2.11061 -2.43557 -2.17994
C -3.24216 -3.01204 -2.67813
F -4.04337 -2.27080 -3.47598
C -3.59849 -4.33818 -2.37845
C -2.75100 -5.04954 -1.54370
C -1.60061 -4.46640 -0.99540
N -4.73662 -4.98387 -2.91677
C -5.59001 -5.75574 -2.02624
C -5.95884 -7.05968 -2.73396
N -6.03674 -6.77672 -4.21934
C -6.56294 -5.39231 -4.46658
C -5.50586 -4.38470 -4.00424
H -0.75492 -8.56680 -0.56748
H 0.52763 -7.44427 -1.02045
H -1.03677 -7.35495 -1.82440
H -0.49547 -6.75677 1.14348
H -2.08162 -6.68927 0.42679
H 0.97651 -5.18004 0.96632
H -1.86110 -1.41562 -2.43868
H -2.96306 -6.09002 -1.35227
H -6.48913 -5.19082 -1.75290
H -5.07833 -5.99061 -1.09810
H -6.92615 -7.45194 -2.42532
H -5.20003 -7.82925 -2.60660
H -6.61216 -7.47782 -4.68665
H -5.09496 -6.84195 -4.61049
H -7.49450 -5.32398 -3.90795
H -6.78387 -5.28610 -5.52595
H -6.02031 -3.46033 -3.72914
H -4.83129 -4.15594 -4.82872
C 3.11002 -0.37311 5.68419
C 1.84714 -1.08257 5.18219
C 1.54449 -0.73802 3.71638
C 1.99439 0.69872 3.41483
C 3.53421 0.75971 3.47244
C 4.10232 -0.18787 4.54323
P 1.36383 1.41586 1.83672
C -0.45457 1.70784 1.97716
C -1.28618 0.48227 1.54464
C -2.73524 0.65222 1.98816
C -2.85717 0.63660 3.52003
C -1.58681 1.16651 4.19646
C -0.92730 2.25132 3.35176
C 2.08909 3.09471 1.65297
C 1.89808 4.00354 2.88887
C 2.87102 5.19363 2.87352
C 3.12391 5.66364 1.44726
C 3.83159 4.56177 0.63505
C 3.55208 3.16037 1.19128
H 3.55995 -0.93984 6.49926
H 2.85676 0.60690 6.10094
H 0.99544 -0.82222 5.81648
H 1.97764 -2.16327 5.26245
H 0.48086 -0.87857 3.51833
H 2.07694 -1.40537 3.04831
H 1.55811 1.34551 4.18568
H 3.85228 1.78016 3.68875
H 3.93996 0.49396 2.49184
H 5.04242 0.21935 4.91659
H 4.33923 -1.15589 4.09633
H -0.61307 2.47958 1.21252
H -0.88049 -0.43962 1.97384
H -1.21428 0.36634 0.46188
H -3.35180 -0.13660 1.55316
H -3.11844 1.59452 1.58535
H -3.05824 -0.37879 3.86794
H -3.71415 1.24009 3.82439
H -0.87705 0.35580 4.36469
H -1.82582 1.56517 5.18324
H -0.11415 2.71424 3.90685
H -1.65348 3.04877 3.17178
H 1.48992 3.49683 0.82515
H 2.04947 3.43558 3.80908
H 0.87252 4.37684 2.91076
H 3.82095 4.90869 3.33235
H 2.46412 5.99689 3.48806
H 3.71692 6.57795 1.44072
H 2.16585 5.92072 0.98334
H 4.91038 4.72915 0.62635
H 3.50181 4.61272 -0.40162
H 4.20964 2.96496 2.03507
H 3.77282 2.39783 0.43694
C 1.44507 1.61045 -1.04924
C 1.58271 2.58991 -1.78066
C 1.71197 3.68722 -2.60152
C 3.03943 4.13909 -2.96388
C 4.11472 3.23676 -2.90118
C 5.39250 3.65882 -3.20194
C 5.61621 4.98904 -3.54444
C 4.56612 5.89816 -3.58899
C 3.28087 5.47978 -3.30603
C 0.51142 4.36335 -3.07151
C 0.46677 4.94661 -4.34535
C -0.69374 5.55771 -4.78340
C -1.80411 5.61297 -3.95131
C -1.77174 5.03319 -2.68762
C -0.62812 4.39185 -2.25631
H 3.92345 2.20369 -2.64240
H 6.21708 2.96068 -3.17331
H 6.62061 5.32122 -3.77061
H 4.75607 6.93346 -3.83507
H 2.47274 6.19736 -3.29229
H 1.32353 4.87514 -5.00063
H -0.73370 5.98916 -5.77377
H -2.70528 6.10403 -4.29337
H -2.64074 5.08140 -2.04628
H -0.58780 3.93002 -1.27817
*
```